{"formula": "C37H42Cl2IrN2", "method": "wB97M-V/def2-TZVPD", "total_charge": 2, "spin_multiplicity": 2, "fmax_ev_per_a": 2.7, "homo_lumo_gap_ev": [6.82, 6.32], "lumo_ha": [-0.2614, -0.2802], "elements": ["Ir", "C", "C", "C", "C", "C", "C", "C", "C", "C", "C", "C", "C", "N", "C", "C", "N", "C", "C", "C", "C", "C", "C", "C", "C", "C", "C", "C", "C", "C", "C", "C", "C", "C", "C", "C", "C", "C", "C", "H", "H", "H", "H", "H", "H", "H", "H", "H", "H", "H", "H", "H", "H", "H", "H", "H", "H", "H", "H", "H", "H", "H", "H", "H", "H", "H", "H", "H", "H", "H", "H", "H", "H", "H", "H", "H", "H", "H", "H", "Cl", "C", "Cl", "H", "H"], "xyz": [[1.192, -1.386, -0.931], [3.420, 1.909, -0.292], [3.477, 1.503, -1.771], [3.833, 0.034, -1.931], [2.230, 1.836, -2.567], [2.366, 2.612, -3.709], [1.264, 2.990, -4.459], [-0.002, 2.606, -4.060], [-0.203, 1.839, -2.919], [-1.612, 1.366, -2.587], [-2.069, 0.334, -3.628], [-2.611, 2.524, -2.511], [0.931, 1.461, -2.176], [0.735, 0.653, -1.014], [0.092, 1.064, 0.000], [-0.227, 0.081, 1.041], [0.167, -1.111, 0.860], [-0.222, -2.187, 1.711], [-1.570, -2.577, 1.727], [-1.921, -3.650, 2.538], [-0.980, -4.318, 3.301], [0.344, -3.909, 3.274], [0.752, -2.849, 2.477], [2.205, -2.407, 2.539], [2.927, -2.741, 1.248], [2.409, -0.938, 2.933], [-2.625, -1.939, 0.837], [-3.035, -2.925, -0.266], [-3.854, -1.481, 1.629], [-0.839, 0.778, 2.156], [-1.291, 0.431, 3.405], [-1.835, 1.445, 4.222], [-1.903, 2.758, 3.819], [-1.401, 3.154, 2.552], [-1.352, 4.466, 2.012], [-0.784, 4.697, 0.780], [-0.249, 3.659, -0.012], [-0.323, 2.373, 0.464], [-0.884, 2.140, 1.751], [4.426, 1.926, 0.127], [2.829, 1.206, 0.297], [2.993, 2.906, -0.175], [4.288, 2.079, -2.221], [3.010, -0.570, -1.493], [4.748, -0.219, -1.393], [3.945, -0.246, -2.978], [3.354, 2.938, -4.009], [1.397, 3.580, -5.356], [-0.857, 2.900, -4.655], [-1.614, 0.865, -1.617], [-2.132, 0.786, -4.619], [-3.056, -0.049, -3.367], [-1.375, -0.509, -3.681], [-2.697, 3.038, -3.468], [-2.320, 3.256, -1.755], [-3.599, 2.142, -2.250], [-2.954, -3.974, 2.565], [-1.275, -5.155, 3.920], [1.073, -4.413, 3.896], [2.671, -3.008, 3.322], [2.465, -2.161, 0.411], [2.846, -3.799, 1.002], [3.980, -2.461, 1.284], [2.197, -0.261, 2.105], [3.444, -0.776, 3.234], [1.770, -0.669, 3.775], [-2.206, -1.060, 0.342], [-3.507, -3.811, 0.159], [-2.167, -3.246, -0.849], [-3.748, -2.452, -0.943], [-4.353, -2.321, 2.113], [-4.572, -1.014, 0.954], [-3.588, -0.754, 2.398], [-1.231, -0.585, 3.774], [-2.209, 1.177, 5.201], [-2.336, 3.503, 4.476], [-1.758, 5.292, 2.583], [-0.743, 5.710, 0.403], [0.214, 3.891, -0.963], [0.768, -3.907, -1.406], [1.265, -3.728, -3.111], [1.210, -1.992, -3.502], [0.572, -4.262, -3.749], [2.281, -4.087, -3.222]]}

***

{"formula": "C26H48BN3O10S2", "method": "wB97M-V/def2-TZVPD", "total_charge": 0, "smiles": "C=CCO[C@H](B(O)O)[C@H](OCCCCSC(=S)n1ccnc1)OCCNC[C@@H](C)O.CCOC(C)=O.CCOC(C)=O", "spin_multiplicity": 1, "fmax_ev_per_a": 2.0, "homo_lumo_gap_ev": 7.89, "lumo_ha": -0.0404, "elements": ["C", "C", "C", "O", "C", "B", "O", "O", "C", "O", "C", "C", "C", "C", "S", "C", "S", "N", "C", "C", "N", "C", "O", "C", "C", "N", "C", "C", "C", "O", "H", "H", "H", "H", "H", "H", "H", "H", "H", "H", "H", "H", "H", "H", "H", "H", "H", "H", "H", "H", "H", "H", "H", "H", "H", "H", "H", "H", "H", "H", "H", "H", "O", "C", "O", "C", "C", "C", "H", "H", "H", "H", "H", "H", "H", "H", "O", "C", "O", "C", "C", "C", "H", "H", "H", "H", "H", "H", "H", "H"], "xyz": [[4.564, 4.769, -4.461], [5.748, 4.692, -3.831], [6.307, 3.347, -3.433], [6.110, 3.147, -2.057], [4.851, 2.561, -1.723], [3.855, 3.724, -1.233], [4.285, 4.673, -0.361], [2.567, 3.843, -1.724], [5.040, 1.457, -0.652], [4.551, 0.228, -1.124], [5.536, -0.678, -1.585], [6.166, -0.312, -2.927], [5.249, -0.459, -4.162], [3.771, -0.642, -3.831], [2.743, -0.616, -5.324], [1.188, -1.002, -4.582], [-0.135, -0.121, -4.802], [1.204, -2.178, -3.780], [1.390, -3.422, -4.330], [1.380, -4.272, -3.254], [1.200, -3.576, -2.099], [1.095, -2.315, -2.425], [4.363, 1.849, 0.515], [3.685, 0.832, 1.231], [2.243, 0.619, 0.783], [1.507, 1.882, 0.708], [0.472, 2.050, 1.716], [-0.698, 1.045, 1.717], [-1.090, 0.499, 0.355], [-0.508, -0.054, 2.631], [4.304, 4.118, -5.291], [3.824, 5.518, -4.192], [6.288, 5.596, -3.571], [5.827, 2.584, -4.056], [7.379, 3.281, -3.645], [4.362, 2.098, -2.589], [3.577, 5.300, -0.177], [2.366, 3.085, -2.281], [6.124, 1.412, -0.470], [5.127, -1.686, -1.624], [6.344, -0.708, -0.844], [6.620, 0.676, -2.847], [6.998, -1.007, -3.057], [5.579, -1.326, -4.739], [5.339, 0.383, -4.852], [3.586, -1.526, -3.224], [3.437, 0.199, -3.224], [1.520, -3.588, -5.383], [1.519, -5.336, -3.340], [0.958, -1.480, -1.761], [4.234, -0.110, 1.272], [3.633, 1.190, 2.264], [2.265, 0.173, -0.215], [1.784, -0.120, 1.447], [1.121, 1.982, -0.217], [0.970, 2.090, 2.689], [0.031, 3.034, 1.540], [-1.569, 1.598, 2.094], [-1.836, 1.135, -0.119], [-0.250, 0.310, -0.309], [-1.583, -0.460, 0.525], [0.128, 0.269, 3.276], [-5.353, -1.177, 3.456], [-4.419, -1.867, 3.765], [-4.642, -3.166, 4.038], [-3.592, -4.112, 4.252], [-3.104, -4.101, 5.686], [-3.031, -1.296, 3.928], [-2.781, -3.957, 3.538], [-4.032, -5.081, 4.021], [-2.672, -3.137, 5.956], [-2.347, -4.871, 5.836], [-3.934, -4.288, 6.366], [-2.950, -0.849, 4.919], [-2.886, -0.525, 3.180], [-2.231, -2.019, 3.794], [-11.922, -2.645, 3.380], [-11.245, -1.713, 3.044], [-10.177, -1.932, 2.257], [-9.407, -0.878, 1.667], [-8.349, -0.347, 2.610], [-11.521, -0.314, 3.549], [-10.063, -0.091, 1.290], [-8.931, -1.330, 0.798], [-8.794, 0.098, 3.501], [-7.741, 0.411, 2.115], [-7.695, -1.149, 2.943], [-11.076, -0.205, 4.537], [-12.599, -0.193, 3.632], [-11.152, 0.477, 2.901]]}

***

{"formula": "C12H40N6O8", "method": "wB97M-V/def2-TZVPD", "total_charge": 0, "smiles": "NC(N)=O.NC(N)=O.NC(N)=O.CCO.CCO.CCO.CCO.CO", "relative_energy_kcal_mol": 86.0, "spin_multiplicity": 1, "fmax_ev_per_a": 8.5, "homo_lumo_gap_ev": 8.00, "lumo_ha": -0.0003, "elements": ["C", "C", "O", "H", "H", "H", "H", "H", "H", "C", "C", "O", "H", "H", "H", "H", "H", "H", "C", "C", "O", "H", "H", "H", "H", "H", "H", "C", "C", "O", "H", "H", "H", "H", "H", "H", "C", "O", "N", "N", "H", "H", "H", "H", "C", "O", "N", "N", "H", "H", "H", "H", "C", "O", "N", "N", "H", "H", "H", "H", "C", "O", "H", "H", "H", "H"], "xyz": [[3.098, 3.084, 0.296], [3.114, 1.552, 0.238], [4.332, 0.992, 0.617], [3.347, 3.523, 1.261], [2.116, 3.257, -0.054], [3.826, 3.553, -0.303], [2.883, 1.284, -0.802], [2.413, 1.160, 0.968], [4.308, 0.035, 0.701], [-0.322, 1.899, 3.055], [-0.400, 2.731, 1.839], [0.026, 1.954, 0.775], [-0.647, 2.540, 3.865], [0.660, 1.604, 3.295], [-0.905, 0.941, 2.958], [0.079, 3.721, 1.816], [-1.500, 2.904, 1.597], [-0.219, 2.488, -0.006], [1.730, 1.101, -3.478], [0.710, 1.397, -2.404], [-0.565, 1.386, -2.953], [2.731, 0.947, -3.125], [1.911, 1.844, -4.217], [1.475, 0.185, -4.073], [0.870, 2.446, -2.049], [0.748, 0.603, -1.689], [-0.828, 0.436, -3.028], [-2.647, -1.796, 3.632], [-2.794, -1.939, 2.167], [-3.789, -2.825, 1.864], [-2.139, -2.710, 4.000], [-3.540, -1.797, 4.257], [-2.042, -0.961, 3.928], [-1.831, -2.222, 1.726], [-3.045, -0.998, 1.665], [-4.568, -2.526, 2.382], [-3.210, 1.132, -1.259], [-2.381, 0.336, -0.419], [-2.767, 2.086, -1.984], [-4.523, 1.024, -1.359], [-1.738, 1.888, -2.280], [-3.236, 2.619, -2.686], [-4.922, 0.280, -0.804], [-5.105, 1.472, -2.102], [3.496, -1.870, -1.081], [4.178, -1.652, 0.055], [2.386, -1.305, -1.287], [3.932, -2.619, -2.056], [1.872, -0.905, -0.546], [1.789, -1.453, -2.179], [4.859, -3.002, -2.008], [3.362, -2.861, -2.862], [-1.545, -3.185, -0.897], [-1.879, -4.526, -1.066], [-0.330, -2.734, -0.723], [-2.380, -2.219, -0.871], [0.439, -3.405, -0.740], [-0.181, -1.969, -0.016], [-3.384, -2.477, -0.918], [-2.256, -1.229, -0.732], [0.992, -1.119, 1.883], [0.307, -0.652, 0.707], [0.255, -1.732, 2.453], [1.318, -0.352, 2.587], [1.919, -1.666, 1.660], [0.135, 0.282, 0.817]]}

***

{"formula": "C8H4F6NO4S4Sn", "method": "wB97M-V/def2-TZVPD", "total_charge": 1, "relative_energy_kcal_mol": 39.9, "spin_multiplicity": 1, "fmax_ev_per_a": 1.4, "homo_lumo_gap_ev": 7.52, "lumo_ha": -0.1942, "elements": ["Sn", "F", "C", "F", "F", "S", "O", "O", "N", "S", "O", "O", "C", "F", "F", "F", "S", "C", "C", "C", "C", "C", "C", "S", "H", "H", "H", "H"], "xyz": [[1.985, -2.120, -0.421], [4.961, 0.555, -1.874], [4.233, 1.541, -1.369], [4.897, 2.168, -0.425], [3.865, 2.375, -2.320], [2.729, 0.733, -0.643], [3.238, -0.201, 0.370], [2.185, -0.125, -1.748], [1.860, 1.904, -0.208], [0.349, 1.963, 0.436], [0.484, -0.587, 0.218], [-0.099, 3.327, 0.431], [0.777, 1.646, 2.287], [1.548, 2.630, 2.685], [1.384, 0.491, 2.523], [-0.379, 1.671, 2.940], [-0.340, -0.046, -0.979], [-1.950, -0.653, -0.488], [-2.995, -0.157, 0.259], [-4.016, -1.057, 0.559], [-3.963, -2.378, 0.130], [-2.902, -2.864, -0.635], [-1.904, -1.966, -0.931], [-0.414, -2.071, -1.935], [-3.030, 0.872, 0.593], [-4.858, -0.711, 1.142], [-4.768, -3.051, 0.392], [-2.874, -3.887, -0.986]]}

***

{"formula": "C9H11NO2", "method": "wB97M-V/def2-TZVPD", "total_charge": 0, "relative_energy_kcal_mol": 132.9, "spin_multiplicity": 1, "fmax_ev_per_a": 6.6, "homo_lumo_gap_ev": 8.86, "lumo_ha": 0.0062, "elements": ["C", "C", "C", "C", "C", "C", "C", "C", "C", "H", "H", "H", "H", "H", "H", "H", "H", "H", "H", "H", "N", "O", "O"], "xyz": [[-0.432, 0.811, 3.712], [-0.259, 0.159, 1.411], [-0.884, -1.154, 1.562], [-0.699, -2.166, 0.515], [-0.333, -1.746, -0.706], [-0.072, -0.329, -1.021], [0.420, 0.050, -2.382], [-0.087, 0.615, 0.108], [0.200, 2.058, -0.085], [-0.152, -0.198, 4.359], [0.137, 1.713, 4.286], [-1.742, 1.106, 3.720], [-0.652, -1.540, 2.750], [-0.763, -3.249, 0.570], [0.032, -2.547, -1.439], [1.271, -2.139, -2.891], [1.728, -0.526, -3.901], [0.321, 2.350, -1.132], [0.929, 2.423, 0.599], [-0.881, 2.555, 0.072], [1.391, -0.759, -2.969], [0.170, 0.892, 2.421], [0.194, 1.055, -3.032]]}

***

{"formula": "C3H2O2Y", "method": "wB97M-V/def2-TZVPD", "total_charge": 1, "relative_energy_kcal_mol": 0.0, "spin_multiplicity": 1, "fmax_ev_per_a": 2.2, "homo_lumo_gap_ev": [6.17, 6.17], "lumo_ha": [-0.2323, -0.2323], "elements": ["H", "O", "O", "C", "C", "C", "H", "Y"], "xyz": [[-0.139, -2.086, 0.375], [-0.439, -0.387, 1.575], [-0.940, 2.222, -0.019], [-0.359, -1.011, 0.483], [-0.563, -0.172, -0.656], [-0.770, 1.088, -0.159], [-0.588, -0.415, -1.715], [3.799, 0.760, 0.115]]}

***

{"formula": "C5H11LaO4", "method": "wB97M-V/def2-TZVPD", "total_charge": 0, "spin_multiplicity": 1, "fmax_ev_per_a": 1.9, "homo_lumo_gap_ev": [4.31, 4.20], "lumo_ha": [-0.0330, -0.0369], "elements": ["O", "C", "C", "O", "C", "C", "O", "C", "La", "H", "H", "H", "H", "H", "H", "H", "H", "H", "H", "O", "H"], "xyz": [[-2.234, -0.284, 0.006], [-1.981, -0.099, 1.191], [-0.602, -0.215, 1.728], [0.333, -0.325, 0.677], [0.870, 0.928, 0.257], [1.365, 0.789, -1.157], [0.275, 0.352, -1.952], [0.519, 0.420, -3.347], [-0.783, -1.893, -1.216], [-2.785, 0.144, 1.910], [-0.537, -1.152, 2.426], [1.694, 1.225, 0.922], [0.088, 1.701, 0.300], [2.192, 0.062, -1.223], [1.729, 1.765, -1.511], [-0.363, 0.014, -3.854], [0.671, 1.466, -3.650], [1.404, -0.177, -3.618], [-0.380, 0.622, 2.426], [-0.325, -2.509, 4.657], [-1.148, -2.835, 5.029]]}

***

{"formula": "C2H9NS", "method": "wB97M-V/def2-TZVPD", "total_charge": 0, "smiles": "CSC.N", "relative_energy_kcal_mol": 30.2, "spin_multiplicity": 1, "fmax_ev_per_a": 4.2, "homo_lumo_gap_ev": 9.45, "lumo_ha": 0.0395, "elements": ["N", "H", "H", "H", "C", "S", "C", "H", "H", "H", "H", "H", "H"], "xyz": [[-3.805, -3.937, -2.816], [-4.698, -4.137, -2.406], [-3.575, -4.622, -3.538], [-3.118, -3.957, -2.060], [2.490, 1.112, 0.448], [1.545, 0.859, 1.864], [0.780, 2.564, 1.923], [2.687, 2.203, 0.089], [3.484, 0.764, 0.760], [2.248, 0.422, -0.461], [-0.318, 2.876, 1.801], [1.360, 3.289, 1.358], [0.920, 2.565, 3.039]]}